The following is a DFT calculation (ωB97M-V/def2-TZVPD) of C29H32AsN3O3SZr as an isolated structure.

Geometry as XYZ:
```
70
C29H32AsN3O3SZr, DFT ωB97M-V/def2-TZVPD
C 3.47214 -1.88270 4.90797
H 1.72153 -6.97360 -1.74490
N 1.05584 -1.85375 -3.79806
H 1.42437 -4.15487 1.45788
C 0.15143 2.38513 -0.10575
C 0.46753 3.85119 -0.18607
H 3.30837 -3.02902 -2.23437
H 1.96252 0.48138 -4.25201
As 2.52340 -1.64706 0.34999
C 1.71647 -4.38897 0.43980
C 2.27459 -0.97058 3.03938
H 5.16106 -2.68225 -0.62491
C 5.16497 1.12454 -1.30291
C 1.55572 -1.80627 -5.16503
H -3.05096 0.99731 1.15637
S 1.08549 0.20622 2.41989
H 5.17403 2.19155 -1.48167
C 2.95541 -1.84524 2.19644
H 4.41003 -3.42141 2.04172
H -1.51086 -1.02909 3.89753
H 2.62830 -1.60328 -5.19276
C -1.47040 -2.35448 0.07981
H -3.02373 0.36506 -1.22476
H 3.67536 -1.89480 5.97034
H 0.99966 -6.40557 0.54961
C -1.49654 -1.99144 1.42608
C -2.59881 -0.30375 -0.48740
C 2.54181 -5.03134 -2.13369
H 1.49283 1.13269 -2.70523
H 7.15656 0.82564 -2.03313
H 7.15134 -1.60441 -1.59649
C 2.35693 -3.43310 -0.34650
C -2.04574 -1.51780 -0.88152
C 5.15795 -1.61574 -0.81564
C -2.62460 0.04756 0.86177
C -2.18286 -0.42446 3.29278
O -0.50765 1.87230 0.82915
C 1.48344 -5.65971 -0.06686
H 2.22862 4.81617 -0.59741
O 0.63345 1.55526 -0.97197
H 2.02293 -0.30399 5.06554
C 3.88846 -2.73985 2.70328
C 4.03937 -0.84192 -0.51256
C 2.77354 -3.75621 -1.63348
C 1.05802 -0.81982 -2.95843
H 0.80102 -2.74067 -3.39375
H -2.02943 -1.79867 -1.92429
N 1.91649 3.99171 -0.10406
C 4.14467 -2.75945 4.06620
H -1.00145 -3.28449 -0.21776
H 2.89254 -5.29262 -3.12412
N 1.52498 0.35995 -3.35549
H 3.18153 1.14425 -0.50193
H 1.02176 -1.05365 -5.74556
H -1.04874 -2.64273 2.16711
C 6.27923 0.35651 -1.60820
H 1.37938 -2.77196 -5.62825
H 2.21927 4.07786 0.85754
O 0.59011 -0.98429 -1.78183
H 0.12467 4.19827 -1.16215
H -3.20401 -0.58365 3.64583
H 4.86755 -3.45394 4.47135
Zr 0.14774 -0.19543 0.17743
C 4.03808 0.52902 -0.75390
H -1.93655 0.62645 3.44111
C 6.27770 -1.01024 -1.36465
C 2.53930 -0.98720 4.40406
H -0.09774 4.37654 0.58599
C 1.89164 -5.97897 -1.35532
C -2.09873 -0.79459 1.84629
```

Properties
Total charge: +2
Energy above the lowest of the compared OMol25 structures with the same formula, charge and spin, kJ/mol: 51.28
Molar mass, g/mol: 668.8
Total energy, eV: -114151.113
HOMO-LUMO gap, eV: 7.14
Multiplicity: 1
Maximum force, eV/A: 0.45
Highest occupied orbital energy, eV: -13.516

Atomic partial charges in e from the Löwdin method, atoms 1 to 8:
1 C -0.05
2 H 0.12
3 N 0.05
4 H 0.11
5 C -0.57
6 C -0.15
7 H 0.10
8 H 0.12